(1)
Formula: C5H12BrFN4O7S
Source: the Open Molecules 2025 dataset
Level of theory: the ωB97M-V functional and the def2-TZVPD basis

XYZ file:
```
31
Properties=species:S:1:pos:R:3:forces:R:3:mulliken_charge:R:1
Br -1.62180 -2.59817 2.77915 0.145 0.023 -0.037 0.031
S -3.00430 -3.51041 0.26454 0.339 -0.130 -0.646 1.147
F -3.90180 -3.66767 1.51719 -0.068 -0.084 0.065 -0.217
O -3.55099 -2.45907 -0.51985 -0.002 -0.041 0.265 -0.525
O 2.69808 -2.48154 0.75595 0.320 0.109 -0.079 -0.466
O 2.30818 4.32912 -1.19638 -0.026 -0.030 0.016 -0.511
O 0.26361 4.97593 -1.39622 0.017 -0.026 -0.021 -0.501
O -0.60745 1.14894 0.70173 -0.012 0.094 0.001 -0.531
O -2.82789 -4.80512 -0.28682 -0.049 0.140 0.174 -0.545
O 1.37690 1.19650 1.53920 0.025 0.067 0.069 -0.526
N -1.52768 -3.05484 0.95281 -0.471 0.090 0.115 -0.068
N 1.15718 -4.14626 0.70767 0.249 -0.057 0.202 -0.615
N 0.35471 1.73001 1.17095 -0.027 0.214 0.008 0.911
N 1.27553 4.45850 -1.82215 -0.008 0.042 -0.067 0.848
C -0.91605 -1.93991 0.18274 0.019 0.804 0.330 -0.950
C 0.53027 -1.62269 0.56739 -0.230 -0.934 -0.199 -0.306
C 1.53804 -2.77318 0.69336 0.084 0.192 -0.129 0.188
C 0.27803 3.21030 1.29840 -0.136 0.057 0.025 -0.663
C 1.26203 3.93261 -3.21471 -0.117 0.030 -0.071 -0.735
H 1.09073 3.62965 0.71482 0.081 0.010 0.066 0.163
H 0.40446 3.44988 2.34997 0.074 -0.028 0.004 0.291
H 0.58902 -1.02200 1.46949 -0.040 -0.091 0.048 0.319
H 1.48027 2.87046 -3.16037 0.073 0.011 0.010 0.294
H 0.28260 4.11748 -3.63833 -0.012 0.017 0.032 0.312
H -1.50688 -1.04258 0.37675 0.055 0.046 -0.161 0.541
H 0.40679 -4.32898 1.35694 -0.319 0.030 -0.237 0.325
H -1.01192 -2.12064 -0.88807 0.027 -0.508 0.091 0.570
H 0.89742 -4.47332 -0.21434 -0.051 -0.072 0.007 0.277
H 2.04003 4.45422 -3.76328 0.055 -0.042 0.025 0.286
H 0.92930 -0.99366 -0.22881 0.007 0.103 0.117 0.317
H -0.68641 3.53642 0.93027 -0.005 -0.037 -0.025 0.339
```
Positions in Å, forces in eV/Å.

Values from the calculation:
Orbital gap   9.1 eV



(2)
Formula: C26H28N4Pd
Source: the Open Molecules 2025 dataset
Level of theory: the ωB97M-V functional and the def2-TZVPD basis

XYZ file:
```
59
Properties=species:S:1:pos:R:3:forces:R:3:mulliken_charge:R:1
Pd 0.77065 0.52174 -0.08984 -0.024 -0.058 0.031 -0.828
N 0.31676 0.22334 -2.14772 0.137 0.069 -0.162 0.271
N -1.37385 -2.81599 -1.70897 -0.014 -0.001 0.005 -0.515
N 0.24472 3.62940 -2.32266 0.033 0.077 -0.073 -0.493
N -0.83037 -2.01009 2.17597 -0.009 -0.015 -0.004 0.451
C 0.33060 1.31844 -2.92436 -0.039 -0.082 0.006 0.634
C -0.28822 -0.87751 -2.61990 -0.028 0.029 0.049 0.593
C 0.99045 2.53307 -2.37187 0.086 -0.027 0.036 0.003
C -0.25520 -4.38621 -0.30593 0.002 -0.007 0.010 -0.862
C 2.31903 2.48326 -1.95607 -0.072 -0.020 0.078 -0.514
C 0.78150 4.73887 -1.80175 -0.042 -0.025 -0.008 0.602
C -0.12151 5.93512 -1.71600 0.003 -0.001 -0.012 -1.267
C -1.71942 -0.95156 1.61620 -0.005 0.019 -0.010 -0.721
C 0.74488 -0.15368 2.89999 -0.020 0.009 -0.003 0.594
C 0.83070 1.38066 4.75704 -0.003 -0.003 0.007 -0.707
C 0.62215 -1.55282 2.39700 0.024 -0.016 -0.003 -0.224
C -0.25636 -2.09977 -1.76950 0.062 0.007 -0.011 0.106
C 0.88405 0.86380 1.92756 -0.002 0.014 0.025 -0.495
C 0.92733 -2.47757 -1.13055 -0.027 -0.019 0.015 -0.723
C -0.91849 -0.91439 -3.85429 -0.010 -0.027 0.026 -0.562
C -1.41419 -2.57689 3.41097 0.011 -0.005 -0.004 -0.990
C -0.89521 0.21654 -4.65095 -0.005 0.010 -0.016 -0.654
C -1.38572 -3.93783 -0.97729 -0.001 0.007 -0.005 0.828
C 0.92544 -3.65182 -0.40476 0.007 0.020 -0.015 -0.262
C -2.67946 -4.70027 -0.95090 -0.012 0.002 0.007 -1.379
C 0.95403 2.41897 3.83834 0.002 0.008 0.002 -0.575
C 2.87772 3.63641 -1.44355 -0.029 0.038 0.005 -0.566
C -0.25512 1.34832 -4.18119 -0.090 0.039 0.020 -0.528
C 2.09380 4.77865 -1.35282 0.036 -0.027 0.009 -0.465
C 0.98232 2.16083 2.47538 0.008 -0.009 -0.010 -0.053
C 0.72956 0.08697 4.27687 0.006 -0.002 -0.008 -0.495
H 3.90396 3.64493 -1.10028 0.003 -0.002 -0.001 0.419
H 1.09022 3.00280 1.79936 0.000 0.000 0.002 0.391
H -2.43560 -2.89540 3.21348 -0.002 0.001 0.006 0.340
H 2.49351 5.69393 -0.93640 0.003 0.001 -0.003 0.322
H 0.66413 -0.74213 4.97804 0.001 0.000 0.001 0.398
H 0.40827 6.81075 -1.34374 0.001 0.001 -0.003 0.372
H 1.07828 -1.58857 1.40863 0.007 -0.005 -0.009 -0.119
H 1.04000 3.43977 4.19538 0.000 0.000 -0.001 0.388
H -0.81293 -3.42118 3.74126 -0.004 -0.001 0.000 0.375
H -1.36808 0.21413 -5.62429 -0.001 -0.001 -0.001 0.410
H -0.77321 -2.75096 1.47192 0.001 0.008 -0.007 -0.059
H 0.82916 1.57769 5.82168 -0.001 0.000 0.001 0.361
H 2.87151 1.55675 -2.01497 0.007 -0.004 0.002 0.428
H -2.64434 -5.52984 -0.24563 0.002 0.002 0.001 0.376
H -1.20144 -0.47961 0.77073 -0.002 -0.007 0.000 -0.037
H -1.41345 -1.82279 -4.16567 0.006 -0.005 0.002 0.484
H 1.82905 -3.99433 0.08429 -0.005 -0.001 0.008 0.407
H -0.21702 2.26183 -4.75745 -0.002 0.005 0.013 0.466
H -0.53850 6.16190 -2.69749 -0.003 0.005 0.002 0.308
H -3.50361 -4.03766 -0.68643 -0.002 0.000 0.003 0.317
H 1.04835 -2.30699 3.06257 0.005 0.012 0.007 0.669
H -2.89712 -5.09994 -1.94246 0.006 0.003 -0.001 0.353
H -0.95720 5.72174 -1.04824 0.003 -0.003 -0.005 0.293
H -2.65777 -1.42255 1.32584 -0.004 -0.006 -0.003 0.359
H -1.40726 -1.79850 4.17085 -0.003 0.000 -0.001 0.398
H 1.80392 -1.85076 -1.21128 0.002 -0.002 -0.001 0.506
H -1.87607 -0.19853 2.38453 -0.005 -0.006 0.000 0.494
H -0.28938 -5.31449 0.25132 0.001 0.002 0.001 0.375
```
Positions in Å, forces in eV/Å.

Values from the calculation:
Energy above the lowest of the compared OMol25 structures with the same formula, charge and spin   0.00 kJ/mol
Orbital gap   5.5 eV



(3)
Formula: C2H6BrOP
Source: the Open Molecules 2025 dataset
Level of theory: the ωB97M-V functional and the def2-TZVPD basis

XYZ file:
```
11
Properties=species:S:1:pos:R:3:forces:R:3:mulliken_charge:R:1
Br 1.69120 1.18703 1.94321 -0.526 0.185 -0.167 -0.242
P 0.82085 0.64436 -0.10764 1.529 -1.117 0.734 0.592
O 1.53533 1.47233 -1.09398 -0.345 0.322 -0.661 -0.462
C -2.54475 0.55238 -0.23147 0.781 1.198 -0.165 -0.915
C 1.45358 -1.14005 -0.05118 1.744 1.327 3.236 -0.866
H -2.48854 0.21092 0.81706 0.044 0.610 -0.761 0.339
H 2.57822 -1.26527 -0.18007 -1.468 0.666 -0.223 0.302
H 1.29435 -1.33410 1.06453 0.000 -0.130 -1.550 0.299
H -2.19487 1.57175 -0.61465 -0.620 -1.675 1.011 0.329
H -3.06491 -0.07760 -0.93813 0.098 -0.059 -0.019 0.288
H 0.91952 -1.82174 -0.60767 -1.238 -1.328 -1.434 0.336
```
Positions in Å, forces in eV/Å.

Values from the calculation:
Energy above the lowest of the compared OMol25 structures with the same formula, charge and spin   357.21 kJ/mol
Orbital gap (spin up / spin down)   8.9 / 7.0 eV



Short version: E_tot = -109260.2461; -36855.0462; -83547.7098 eV, in the order given.